Entry 1:
ORCA calculation (ωB97M-V/def2-TZVPD) on one molecule with the formula C2H6N4.

Atoms and positions in Å:
C  2.926  0.179  0.035
N  1.811  -0.503  -0.080
N  0.690  0.196  -0.005
C  -0.627  -0.326  0.056
N  -1.637  0.479  -0.053
N  -2.874  -0.112  -0.084
H  3.844  -0.378  -0.123
H  3.079  1.213  0.393
H  0.751  1.197  -0.038
H  -0.714  -1.404  0.014
H  -3.029  -0.790  0.726
H  -3.650  0.624  0.043

Computed properties:
SMILES: C=NN/C=N/N
calculated total energy: -8128.7773 eV
energy relative to the best compared isomer or geometry (same formula, charge and spin): 319.9 kJ/mol

Electronic structure analysis, Löwdin charges in units of e:
1. C -0.0622
2. N -0.0581
3. N -0.0764
4. C -0.1793
5. N -0.0952
6. N -0.0812
7. H 0.0447
8. H 0.0661
9. H 0.1239
10. H 0.1186
11. H 0.0969
12. H 0.1021

Entry 2:
ORCA calculation (ωB97M-V/def2-TZVPD) on C2H6N4 as an isolated structure.

Atoms and positions in Å:
C  1.993  -0.321  0.088
C  0.572  -0.086  0.373
N  -0.126  0.966  0.617
H  2.171  -0.219  -0.985
H  2.276  -1.330  0.398
H  2.604  0.406  0.627
N  -2.139  0.501  -0.424
N  -1.282  0.150  0.616
N  -0.512  -0.912  0.244
H  -1.798  1.376  -0.825
H  -3.056  0.713  -0.033
H  -0.703  -1.244  -0.695

Computed properties:
calculated total energy: -8128.0563 eV
energy relative to the best compared isomer or geometry (same formula, charge and spin): 389.5 kJ/mol

Electronic structure analysis, Löwdin charges in units of e:
1. C -0.0194
2. C -0.4315
3. N 0.1058
4. H 0.0836
5. H 0.0819
6. H 0.0832
7. N 0.0396
8. N -0.2518
9. N 0.0334
10. H 0.0759
11. H 0.0766
12. H 0.1226

Entry 3:
ORCA calculation (ωB97M-V/def2-TZVPD) on C2H6N4 as an isolated structure.

Atoms and positions in Å:
C  -0.548  0.199  0.251
C  0.806  -0.283  0.026
N  -0.091  1.422  0.044
N  1.283  0.965  -0.096
N  1.294  -1.463  -0.039
N  -2.237  -0.366  -0.104
H  -0.439  2.358  -0.123
H  2.272  1.319  -0.038
H  0.805  -2.381  0.084
H  2.260  -1.399  -0.366
H  -2.708  -0.883  0.763
H  -2.697  0.512  -0.402

Computed properties:
multiplicity: 3
calculated total energy: -8105.2490 eV
energy relative to the best compared isomer or geometry (same formula, charge and spin): 139.3 kJ/mol
<S²>: 2.013
charge: +2

Electronic structure analysis, Löwdin charges in units of e:
1. C 0.0163
2. C -0.2967
3. N 0.1853
4. N 0.2251
5. N 0.3068
6. N 0.3840
7. H 0.2081
8. H 0.2444
9. H 0.2092
10. H 0.1785
11. H 0.2120
12. H 0.1271

Entry 4:
ORCA calculation (ωB97M-V/def2-TZVPD) on one molecule with the formula C2H6N4O.

Atoms and positions in Å:
N  -2.340  -0.118  -0.006
C  -0.938  -0.137  0.022
N  -0.042  -1.264  -0.196
N  1.060  -0.371  -0.524
N  2.191  -0.440  0.197
C  0.110  0.725  -0.103
O  0.145  2.078  -0.058
H  -2.542  0.924  -0.045
H  -3.034  -0.556  0.700
H  -0.268  -1.805  -1.042
H  2.139  -0.282  1.215
H  2.807  -1.241  -0.049
H  0.919  2.349  -0.687

Computed properties:
SMILES: Nc1[nH]n(N)c1O
calculated total energy: -10175.0084 eV
energy relative to the best compared isomer or geometry (same formula, charge and spin): 487.6 kJ/mol

Electronic structure analysis, Löwdin charges in units of e:
1. N 0.0640
2. C -0.3182
3. N 0.0222
4. N -0.1922
5. N -0.0010
6. C -0.2999
7. O 0.0268
8. H 0.1075
9. H 0.1234
10. H 0.1109
11. H 0.0944
12. H 0.0974
13. H 0.1647

Entry 5:
ORCA calculation (ωB97M-V/def2-TZVPD) on one molecule with the formula C2H6N4O.

Atoms and positions in Å:
H  -2.245  -1.359  0.511
N  -2.903  -0.484  0.065
C  -2.083  0.435  -0.224
N  -0.658  0.206  0.007
O  0.049  1.501  0.221
C  0.158  -0.886  0.125
N  1.412  -0.898  -0.033
N  2.207  0.115  -0.075
H  -2.349  1.367  -0.464
H  0.942  1.298  -0.324
H  -0.400  -1.945  0.031
H  3.192  0.040  -0.698
H  2.680  0.608  0.859

Computed properties:
SMILES: [H]/N=C\N(O)/C=N\N
calculated total energy: -10173.0140 eV
energy relative to the best compared isomer or geometry (same formula, charge and spin): 680.0 kJ/mol

Electronic structure analysis, Löwdin charges in units of e:
1. H 0.1143
2. N 0.0722
3. C -0.2164
4. N -0.1049
5. O -0.0820
6. C -0.1981
7. N -0.1201
8. N -0.1522
9. H 0.0737
10. H 0.1041
11. H 0.1591
12. H 0.1706
13. H 0.1798

Entry 6:
ORCA calculation (ωB97M-V/def2-TZVPD) on a 2-piece molecular cluster, C2H6N4O overall.

Atoms and positions in Å:
H  -4.112  -0.691  0.002
N  -3.424  0.088  -0.119
N  -2.257  -0.344  -0.059
C  -1.250  0.559  -0.067
N  -0.042  0.178  -0.103
N  0.317  -1.109  -0.065
H  -1.377  1.675  0.028
H  1.273  -1.223  0.192
H  -0.401  -1.601  0.329
C  2.817  0.628  0.034
O  3.216  -0.479  -0.122
H  3.529  1.548  0.107
H  1.709  0.773  -0.157

Computed properties:
SMILES: [H]/N=N/C=N\N.C=O
calculated total energy: -10175.0508 eV
energy relative to the best compared isomer or geometry (same formula, charge and spin): 483.5 kJ/mol

Electronic structure analysis, Löwdin charges in units of e:
1. H 0.0661
2. N 0.0662
3. N -0.0765
4. C -0.2732
5. N -0.0650
6. N 0.0868
7. H 0.1264
8. H 0.0560
9. H 0.0482
10. C -0.1615
11. O -0.0232
12. H 0.1008
13. H 0.0490

Entry 7:
ORCA calculation (ωB97M-V/def2-TZVPD) on one molecule with the formula C2H6N4O2.

Atoms and positions in Å:
N  -3.642  0.717  -0.342
N  -2.884  -0.619  -0.109
C  -1.809  0.058  0.442
O  -0.607  -0.642  -0.047
N  0.580  0.173  0.354
C  1.509  -0.616  -0.051
N  2.984  -0.406  0.100
O  3.635  0.917  -0.295
H  -4.683  0.372  -0.388
H  -3.303  1.503  0.239
H  -1.709  1.255  0.770
H  1.462  -1.587  -0.247
H  3.497  -1.144  -0.395
H  3.052  1.692  0.391

Computed properties:
SMILES: N/N=C/O/N=C/NO
calculated total energy: -12217.2018 eV
energy relative to the best compared isomer or geometry (same formula, charge and spin): 911.8 kJ/mol

Electronic structure analysis, Löwdin charges in units of e:
1. N -0.0996
2. N 0.0295
3. C -0.1862
4. O -0.1683
5. N 0.0809
6. C -0.1535
7. N -0.0454
8. O -0.1677
9. H 0.1023
10. H 0.0300
11. H 0.1675
12. H 0.0772
13. H 0.1091
14. H 0.2242

Entry 8:
ORCA calculation (ωB97M-V/def2-TZVPD) on C2H6N4OS as an isolated structure.

Atoms and positions in Å:
C  -1.607  0.585  -0.455
C  0.757  0.060  -0.312
H  -1.262  -1.539  1.070
H  -2.532  -2.250  0.658
H  -2.002  1.492  -0.892
H  1.270  2.096  0.950
H  0.560  -0.989  -1.092
H  4.222  -0.120  0.020
N  -1.867  -1.670  0.283
N  -2.215  -0.512  -0.363
N  -0.287  0.858  -0.002
N  1.979  0.539  0.216
O  -0.045  2.162  0.111
S  3.030  -0.711  -0.191

Computed properties:
calculated total energy: -21006.4521 eV
energy relative to the best compared isomer or geometry (same formula, charge and spin): 854.3 kJ/mol

Electronic structure analysis, Löwdin charges in units of e:
1. C -0.1681
2. C -0.2846
3. H 0.0752
4. H 0.0470
5. H 0.1237
6. H 0.3566
7. H 0.2090
8. H -0.1543
9. N 0.0246
10. N -0.0219
11. N -0.2814
12. N -0.4624
13. O -0.1370
14. S 0.6736

Entry 9:
ORCA calculation (ωB97M-V/def2-TZVPD) on one molecule with the formula C2H6N4OS.

Atoms and positions in Å:
N  0.681  -0.326  1.793
N  -0.253  -0.597  0.783
C  -0.204  -0.095  -0.492
N  0.491  0.930  -0.861
C  0.795  1.981  -0.063
S  2.116  2.921  -0.122
N  -0.756  -0.906  -1.458
O  -1.706  -1.827  -0.985
H  1.643  -0.336  1.436
H  0.495  0.595  2.214
H  -0.692  -1.513  0.846
H  -0.068  2.241  0.560
H  -1.171  -0.416  -2.265
H  -1.373  -2.649  -1.388

Computed properties:
SMILES: NN/C(=N\C=S)NO
calculated total energy: -21011.4429 eV
energy relative to the best compared isomer or geometry (same formula, charge and spin): 372.7 kJ/mol

Electronic structure analysis, Löwdin charges in units of e:
1. N 0.0347
2. N -0.0152
3. C -0.4032
4. N 0.0341
5. C -0.8429
6. S 0.5840
7. N 0.0059
8. O -0.0422
9. H 0.0979
10. H 0.0855
11. H 0.1268
12. H 0.0576
13. H 0.1583
14. H 0.1187

Entry 10:
ORCA calculation (ωB97M-V/def2-TZVPD) on C2H6N4P4 as an isolated structure.

Atoms and positions in Å:
C  -2.215  -0.101  -0.662
C  -1.120  -0.163  -1.657
N  -2.082  0.119  0.574
N  -0.521  1.797  1.877
N  0.242  -0.973  1.458
N  1.817  2.665  2.875
P  1.877  -0.553  1.997
P  -0.635  0.334  1.350
P  0.394  3.083  2.358
P  2.641  1.442  3.546
H  -3.232  -0.259  -1.015
H  -1.467  0.061  -2.664
H  -0.701  -1.173  -1.649
H  -0.324  0.527  -1.363
H  1.923  -1.546  2.981
H  3.802  1.566  2.757

Computed properties:
calculated total energy: -45285.1191 eV

Electronic structure analysis, Löwdin charges in units of e:
1. C -0.2580
2. C -0.0785
3. N -0.0888
4. N -0.5031
5. N -0.5287
6. N -0.8043
7. P 0.5165
8. P 0.5303
9. P 0.6358
10. P 0.5469
11. H 0.1124
12. H 0.0778
13. H 0.0936
14. H 0.0725
15. H -0.1782
16. H -0.1460